No. 1
Entry from the Open Molecules 2025 dataset: the molecule C3H4N2O (ωB97M-V/def2-TZVPD).

Atoms and positions in Å:
O: -1.397 1.674 0.260
C: -0.534 0.823 0.116
C: -0.917 -0.620 0.008
N: 0.287 -1.438 -0.161
C: 1.291 -0.682 -0.160
N: 0.825 0.901 0.024
H: -1.461 -0.872 0.923
H: -1.599 -0.706 -0.842
H: 2.359 -0.972 -0.263
H: 1.147 1.893 0.095

Charge ... 0
Structure (SMILES) ... O=C1CN=CN1
Frontier orbital gap ... 10.47 eV
Highest occupied orbital energy ... -9.587 eV

Atomic partial charges in e from the natural (NBO) method, atoms 1 to 6: -0.614, 0.636, -0.364, -0.388, 0.292, -0.705

=====

No. 2
Entry from the Open Molecules 2025 dataset: a structure of composition C12H37CaN6O3P2 (ωB97M-V/def2-TZVPD).

Atoms and positions in Å:
Ca: -10.475 -5.638 -24.206
O: -10.676 -3.509 -24.427
H: -11.304 -2.824 -24.729
O: -9.688 -6.124 -26.325
P: -9.543 -6.485 -27.762
N: -10.092 -5.227 -28.684
C: -10.294 -5.439 -30.174
C: -10.110 -3.809 -28.208
N: -10.271 -7.966 -28.277
C: -9.665 -9.110 -27.441
C: -11.743 -8.133 -28.510
N: -7.934 -6.745 -28.311
C: -7.678 -7.029 -29.701
C: -6.772 -6.180 -27.646
H: -9.390 -5.419 -30.783
H: -11.062 -4.756 -30.537
H: -10.809 -6.371 -30.406
H: -11.087 -3.345 -28.341
H: -9.354 -3.258 -28.767
H: -9.773 -3.632 -27.187
H: -9.680 -8.994 -26.357
H: -10.304 -9.971 -27.635
H: -8.623 -9.383 -27.613
H: -12.364 -7.892 -27.648
H: -12.160 -7.526 -29.313
H: -11.976 -9.152 -28.820
H: -6.826 -7.709 -29.725
H: -8.452 -7.565 -30.251
H: -7.210 -6.243 -30.294
H: -5.885 -6.808 -27.732
H: -6.949 -6.039 -26.580
H: -6.517 -5.198 -28.044
O: -8.411 -5.023 -23.442
P: -7.561 -4.450 -22.416
N: -6.291 -5.407 -21.618
C: -5.326 -6.110 -22.451
C: -5.756 -5.035 -20.324
N: -8.412 -3.788 -21.073
C: -8.824 -2.378 -21.007
C: -9.242 -4.647 -20.161
N: -6.594 -3.130 -23.044
C: -5.876 -2.119 -22.239
C: -6.165 -3.271 -24.367
H: -4.728 -6.830 -21.892
H: -4.657 -5.368 -22.886
H: -5.856 -6.634 -23.247
H: -4.764 -4.606 -20.463
H: -5.704 -5.961 -19.751
H: -6.340 -4.226 -19.885
H: -9.175 -1.998 -21.966
H: -9.730 -2.294 -20.407
H: -8.154 -1.575 -20.699
H: -8.868 -5.670 -20.130
H: -9.304 -4.240 -19.152
H: -10.289 -4.706 -20.460
H: -6.108 -2.011 -21.179
H: -4.792 -2.226 -22.290
H: -5.992 -1.064 -22.486
H: -6.759 -3.917 -25.013
H: -5.109 -3.540 -24.321
H: -6.357 -2.314 -24.852

Charge ... +1
Frontier orbital gap ... 7.16 eV
Highest occupied orbital energy ... -10.613 eV

Atomic partial charges in e from the Löwdin method, atoms 1 to 6: 1.490, -0.606, -0.056, -0.440, 0.594, -0.271

=====

Question: Number 2 is which compound?
Answer: C12H37CaN6O3P2

=====

Question: Number 2 is which compound?
Answer: C12H37CaN6O3P2